i.
Density functional theory data (ωB97M-V/def2-TZVPD) for a cluster of 2 separate species, C3H3N3O in total.

Last column: Mulliken charge in e.
Cartesian coordinates (Å):
O  1.5876  -0.4046  0.3569  -0.496
N  -0.8400  -2.2749  0.6206  0.137
N  -0.0312  -2.9542  0.3099  -0.149
N  -0.7180  0.7441  1.3612  -0.384
C  1.2066  0.2945  -0.5616  0.097
C  0.0285  1.1814  -0.6803  -0.519
C  -0.7115  1.5032  0.4099  0.281
H  -0.3148  1.4393  -1.6501  0.373
H  -1.4696  0.0654  1.3891  0.330
H  1.8239  0.4100  -1.4729  0.331

## Properties
Kohn-Sham gap: 8.32 eV
multiplicity: 1
lowest unoccupied orbital energy: -0.7 eV
charge: 0



ii.
Density functional theory data (ωB97M-V/def2-TZVPD) for the molecule C3H3N3O.

Last column: Mulliken charge in e.
Cartesian coordinates (Å):
O  -0.2633  -3.2670  0.7392  -0.415
N  0.3354  1.7690  -0.8349  -0.010
N  -0.3652  -0.0441  0.3388  -0.183
N  0.2291  -1.0122  0.8569  -0.264
C  -0.6612  -2.1469  0.8888  0.183
C  0.1475  2.3457  -1.8879  -0.199
C  0.4133  1.1227  0.2652  -0.074
H  0.7664  2.0597  -2.7430  0.236
H  1.0946  1.4268  1.0533  0.374
H  -1.7113  -1.8701  1.0927  0.351

## Properties
Kohn-Sham gap (spin up / spin down): 7.88 / 7.88 eV
multiplicity: 1
lowest unoccupied orbital energy (spin up / spin down): -1.0 / -1.0 eV
charge: 0



iii.
Density functional theory data (ωB97M-V/def2-TZVPD) for a structure of composition C3H3N3O.

Last column: Mulliken charge in e.
Cartesian coordinates (Å):
O  1.2736  1.5792  0.5363  -0.425
N  0.5564  -1.6299  0.2543  -0.264
N  -1.3825  -0.5765  1.4214  -0.534
N  0.8676  -1.0731  -0.8329  -0.177
C  -0.4955  -0.6730  0.5457  0.117
C  -0.0896  0.0759  -0.7045  0.353
C  0.6785  1.3695  -0.4845  -0.127
H  -1.2796  -1.3404  2.1020  0.312
H  0.6848  2.0874  -1.3217  0.344
H  -0.8137  0.1809  -1.5161  0.401

## Properties
Kohn-Sham gap: 9.65 eV
multiplicity: 1
lowest unoccupied orbital energy: -0.6 eV
charge: 0



iv.
Density functional theory data (ωB97M-V/def2-TZVPD) for a cluster of 3 separate species, C3H3N3O in total.

Last column: Mulliken charge in e.
Cartesian coordinates (Å):
O  2.3995  -0.5966  0.1402  -0.570
N  -0.1090  -1.6029  0.1063  -0.390
N  -1.6481  1.6768  -0.1829  -0.044
N  -2.2440  0.7548  -0.1376  -0.024
C  -1.2532  -1.7092  0.0723  -0.032
C  1.6824  0.4897  0.0283  0.294
C  1.1066  1.5413  -0.0753  -0.545
H  -2.3155  -1.8108  0.0411  0.339
H  1.7855  -1.3550  0.1700  0.524
H  0.6655  2.5047  -0.1657  0.448

## Properties
Kohn-Sham gap: 9.92 eV
multiplicity: 1
lowest unoccupied orbital energy: 0.9 eV
charge: 0



Energies relative to the minimum, hartree: i 0.0137; ii 0.0733; iii 0.0270; iv 0.0000



i.
Density functional theory data (ωB97M-V/def2-TZVPD) for a cluster of 2 separate species, C5H15NO in total.

Last column: Mulliken charge in e.
Cartesian coordinates (Å):
O  -5.2096  -3.5999  -1.9960  -0.636
N  1.1931  1.0993  -1.5393  -0.278
C  1.4173  1.1554  0.9392  -0.499
C  2.0627  0.8425  -0.3922  -0.741
C  0.2812  0.2741  1.4293  -0.076
C  -0.2670  0.6444  2.7976  -1.418
C  0.3943  -0.1117  -1.9420  -0.815
H  2.2619  0.9576  1.6271  0.273
H  2.3400  -0.2181  -0.3599  0.308
H  -0.5653  0.4881  0.7670  0.149
H  -4.6525  -3.9014  -2.7219  0.319
H  1.0401  -0.9978  -1.9534  0.258
H  0.4337  0.3957  3.5924  0.349
H  1.1595  2.1934  1.1976  0.289
H  -0.4306  -0.2068  -1.2572  0.158
H  -0.5944  1.6980  2.7835  0.330
H  0.0909  0.0783  -2.9775  0.363
H  3.0631  1.2557  -0.6119  0.430
H  0.5716  -0.7816  1.3884  0.286
H  -1.2476  0.2224  3.0196  0.390
H  1.2595  1.6502  -2.3661  0.244
H  -4.6018  -3.1377  -1.4241  0.316

## Properties
Kohn-Sham gap: 9.03 eV
multiplicity: 1
lowest unoccupied orbital energy: 0.7 eV
charge: 0



ii.
Density functional theory data (ωB97M-V/def2-TZVPD) for a cluster of 2 separate species, C5H15NO in total.

Last column: Mulliken charge in e.
Cartesian coordinates (Å):
O  1.6801  3.2999  2.2699  -0.642
N  -0.4264  -0.6712  -0.4030  -0.072
C  -1.4457  0.1570  0.1711  -0.927
C  -0.4846  -1.8860  1.8000  -1.262
C  0.3876  -1.6083  0.5305  -0.391
C  -0.2145  0.3763  -2.7882  -1.199
C  0.5329  -0.0322  -1.4514  -0.355
H  1.2801  -0.9874  0.8012  0.397
H  -1.0345  -0.9235  2.2041  0.253
H  -1.2476  1.0981  0.7080  0.303
H  1.4776  -0.5746  -1.4709  0.439
H  2.1884  2.4607  2.4665  0.327
H  -2.2722  -0.1740  0.8489  0.349
H  0.9844  0.9651  -1.0968  0.194
H  -1.8111  0.4984  -0.7999  0.248
H  -1.2136  -2.4979  1.4444  0.432
H  -0.5898  -0.4284  -3.3719  0.348
H  0.4193  0.9351  -3.5518  0.336
H  0.5819  -2.5873  0.1272  0.254
H  0.1879  -2.2955  2.5835  0.346
H  2.1213  3.8585  1.6654  0.310
H  -1.1014  1.0173  -2.6868  0.312

## Properties
Kohn-Sham gap: 8.79 eV
multiplicity: 1
lowest unoccupied orbital energy: 0.8 eV
charge: 0



iii.
Density functional theory data (ωB97M-V/def2-TZVPD) for a cluster of 2 separate species, C5H15NO in total.

Last column: Mulliken charge in e.
Cartesian coordinates (Å):
O  -2.4649  3.6870  2.7475  -0.617
N  -1.1163  1.8228  0.1323  -0.578
C  1.1342  -2.4707  -1.4785  -0.410
C  -0.1479  -0.3027  -0.6751  -0.487
C  2.6409  -2.6668  -1.6563  -1.200
C  0.8205  -1.4474  -0.3622  -0.700
C  -0.4040  0.6185  0.5118  -0.634
H  0.5346  -2.2617  -2.3762  0.415
H  -2.1048  4.3668  3.3307  0.311
H  0.4635  -1.9140  0.5676  0.330
H  -0.8123  2.5864  0.7090  0.232
H  2.9940  -1.9663  -2.4050  0.281
H  1.7297  -0.9291  0.0147  0.305
H  -2.1136  1.8547  0.1719  0.218
H  -2.6585  3.0561  3.4325  0.308
H  -1.0601  0.0323  1.1662  0.248
H  0.6506  -3.3949  -1.1503  0.286
H  0.2960  0.2821  -1.4948  0.267
H  -1.0668  -0.7918  -0.9995  0.277
H  0.4528  0.8003  1.1752  0.450
H  2.9513  -3.6595  -1.9844  0.356
H  3.1923  -2.4545  -0.7411  0.341

## Properties
Kohn-Sham gap: 9.43 eV
multiplicity: 1
lowest unoccupied orbital energy: 0.7 eV
charge: 0



iv.
Density functional theory data (ωB97M-V/def2-TZVPD) for a cluster of 2 separate species, C5H15NO in total.

Last column: Mulliken charge in e.
Cartesian coordinates (Å):
O  0.1563  2.9274  1.8855  -0.604
N  0.2150  -0.0953  -0.1312  0.052
C  1.1973  -1.1158  -0.5705  -0.281
C  -0.4341  -0.5596  1.1577  -0.663
C  1.9288  -0.6759  -1.9037  -1.223
C  -0.7606  -0.0753  -1.2239  -1.156
C  -1.9284  0.0201  1.3570  -1.117
H  1.8968  -1.4015  0.2550  0.345
H  1.5387  -0.3834  -2.9443  0.288
H  -2.5436  -0.5935  2.0635  0.362
H  0.2180  2.3310  2.6467  0.310
H  0.2300  -0.3247  2.0402  0.319
H  2.7305  -1.4241  -2.2259  0.306
H  0.5532  -2.0895  -0.9125  0.252
H  -0.1477  0.1741  -2.1223  0.308
H  2.3338  0.2735  -1.6064  0.376
H  -0.6496  -1.5512  1.1675  0.528
H  -1.9138  1.1162  1.3670  0.302
H  0.7268  3.6708  1.9379  0.285
H  -2.4944  -0.2003  0.3820  0.279
H  -1.3773  0.8599  -1.1041  0.401
H  -1.4759  -0.8829  -1.5153  0.330

## Properties
Kohn-Sham gap: 9.66 eV
multiplicity: 1
lowest unoccupied orbital energy: 0.9 eV
charge: 0



Energies relative to the minimum, hartree: i 0.0233; ii 0.0723; iii 0.0000; iv 0.0675



i.
Density functional theory data (ωB97M-V/def2-TZVPD) for a cluster of 2 separate species, C5H15NO in total.

Last column: Mulliken charge in e.
Cartesian coordinates (Å):
O  3.3926  -2.5141  1.9395  -0.643
N  -0.2524  0.5318  0.4285  0.214
C  -1.0034  1.7385  -1.5655  -1.341
C  0.9432  -0.2085  0.2979  -1.022
C  -0.9429  -0.6880  -1.7117  -1.327
C  -0.7283  0.6533  1.7820  -1.142
C  -1.1579  0.4699  -0.7205  0.312
H  -1.3775  2.6528  -1.0274  0.315
H  -0.9288  -1.6347  -1.1376  0.350
H  2.6627  -2.9352  1.4717  0.323
H  0.1165  -0.6893  -2.1138  0.251
H  -1.6067  1.2906  1.7006  0.385
H  0.0030  1.2494  2.3562  0.337
H  3.0572  -1.6169  2.0483  0.348
H  1.4962  -0.1451  -0.6402  0.327
H  -1.6627  -0.7028  -2.5350  0.401
H  -2.1993  0.4040  -0.3882  0.348
H  1.6427  0.0329  1.1171  0.264
H  0.8838  -1.3300  0.3387  0.260
H  -0.8642  -0.2795  2.3904  0.301
H  -1.4991  1.6272  -2.5160  0.412
H  0.0253  2.0936  -1.5150  0.328

## Properties
Kohn-Sham gap: 8.94 eV
multiplicity: 1
lowest unoccupied orbital energy: 0.7 eV
charge: 0



ii.
Density functional theory data (ωB97M-V/def2-TZVPD) for a cluster of 2 separate species, C5H15NO in total.

Last column: Mulliken charge in e.
Cartesian coordinates (Å):
O  -2.7743  0.5497  2.1095  -0.682
N  -0.2781  -1.0909  1.2766  -0.458
C  1.9886  -1.3931  0.2823  -1.572
C  -0.4416  1.4446  -0.8063  -0.278
C  0.5845  -0.8085  0.1181  0.266
C  0.7010  0.7140  -0.0773  -0.803
C  -0.6654  0.8698  -2.2262  -1.136
H  -0.8056  -1.9348  1.1503  0.220
H  -0.9169  1.6685  -2.9297  0.337
H  2.4537  -1.6529  -0.6693  0.349
H  -0.2448  2.5104  -0.7221  0.387
H  -2.1103  0.4054  2.7898  0.320
H  0.3018  0.5407  -2.6158  0.283
H  0.0881  -1.2624  -0.7128  0.341
H  -1.3526  1.2388  -0.2505  0.020
H  -1.3863  0.0607  -2.1493  0.323
H  1.5970  0.8643  -0.6867  0.350
H  -2.3194  0.2076  1.3287  0.344
H  0.2205  -1.1108  2.1651  0.226
H  0.8586  1.1806  0.9052  0.362
H  2.5839  -0.6806  0.8644  0.359
H  1.9178  -2.3211  0.8561  0.443

## Properties
Kohn-Sham gap: 10.43 eV
multiplicity: 1
lowest unoccupied orbital energy: 0.9 eV
charge: 0



iii.
Density functional theory data (ωB97M-V/def2-TZVPD) for a cluster of 2 separate species, C5H15NO in total.

Last column: Mulliken charge in e.
Cartesian coordinates (Å):
O  3.2917  -1.7177  -1.3617  -0.655
N  0.9668  -1.2727  1.3735  -0.559
C  0.1737  1.7317  -0.0932  -1.396
C  -0.6386  0.5317  -0.5999  0.852
C  -1.2090  -0.3221  0.5653  -0.654
C  -1.7987  0.9978  -1.4810  -1.719
C  -0.2720  -0.5623  1.7234  -0.784
H  0.0282  0.3342  2.2650  0.293
H  1.3598  -0.9012  0.5156  0.179
H  1.1790  1.4027  0.1896  0.323
H  -1.4550  -1.3086  0.1702  0.316
H  0.2717  2.5080  -0.8457  0.423
H  -0.2509  2.1248  0.8265  0.296
H  2.8746  -2.2269  -0.6545  0.316
H  -1.4245  1.4504  -2.4013  0.416
H  3.9353  -1.1934  -0.8600  0.326
H  -0.0361  -0.1581  -1.1972  0.213
H  -2.1370  0.1265  0.9272  0.333
H  -0.7722  -1.1824  2.4702  0.435
H  -2.4363  1.7226  -0.9638  0.372
H  0.7873  -2.2583  1.2297  0.279
H  -2.4376  0.1734  -1.7980  0.395

## Properties
Kohn-Sham gap: 10.24 eV
multiplicity: 1
lowest unoccupied orbital energy: 0.9 eV
charge: 0



Energies relative to the minimum, hartree: i 0.0463; ii 0.0028; iii 0.0000